ORCA calculation (ωB97M-V with the def2-TZVPD basis set) on a cluster of 2 separate species, C24H28N2O7 in total.

The SMILES is COc1cc(OC)c2c(c1)C(=O)c1cccc(O)c1C2=O.CNC(=O)[C@@H](NC(C)=O)C(C)C. Its gap between HOMO and LUMO is 0.283 Eh. As for the total energy: -1567.574260 Eh. The HOMO energy comes out at -8.92 eV.

Geometry as ORCA input:
```
! wB97M-V def2-TZVPD RIJCOSX def2/J DEFGRID3
* xyz 0 1
C -4.730 -2.781 -1.969
C -1.193 2.095 -3.861
O -5.505 -3.552 1.526
H 6.389 -1.013 0.681
C -3.903 -1.633 -1.862
C -2.494 0.267 -2.905
H 6.344 1.550 5.313
C -1.942 0.934 -4.023
H -6.303 -4.958 -2.982
H -0.391 3.535 -2.473
C -4.163 -1.731 0.563
C 4.204 2.640 2.966
H 4.171 0.338 0.670
H -4.563 -5.276 -2.748
H -1.339 2.410 -0.492
C 2.460 2.159 1.165
C 1.816 0.936 1.834
C -2.806 0.123 -0.420
H -5.329 -4.070 3.529
C -4.960 -2.873 0.462
H 7.624 -0.017 -0.128
H 5.791 1.420 3.060
C -5.296 -4.702 -3.324
O -2.118 0.474 -5.294
H 5.788 3.237 5.194
H 4.644 1.957 5.648
H 0.751 0.911 1.600
H -3.843 -3.442 2.796
H -2.652 -0.354 -5.226
H -5.902 -4.225 -0.850
C -3.300 -0.971 -3.052
H -5.185 -2.337 3.196
H 1.924 1.008 2.916
C -4.933 -3.334 2.824
H 2.657 1.148 -0.755
C -3.634 -1.096 -0.576
C -2.265 0.801 -1.614
O -3.410 -1.446 -4.182
C -5.246 -3.365 -0.802
C -1.511 1.983 -1.478
O -5.062 -3.293 -3.202
C 5.510 2.194 5.028
O 3.506 3.482 3.522
H 1.940 3.052 1.512
O 6.789 1.987 1.070
H 2.673 2.925 -0.845
N 5.180 1.996 3.618
H -3.951 -1.306 1.538
C 2.226 2.063 -0.349
C -0.974 2.626 -2.593
H -5.208 -4.995 -4.374
C 6.027 1.094 0.734
N 4.716 1.134 0.962
H 4.321 3.181 0.935
C 3.967 2.304 1.478
C 6.556 -0.143 0.048
H 2.276 0.012 1.483
O -2.557 0.565 0.702
H 1.156 2.062 -0.548
H 6.046 -0.272 -0.905
H -0.786 2.583 -4.742
*
```

ORCA calculation (ωB97M-V with the def2-TZVPD basis set) on a structure of composition C23H25HfO.

Its gap between HOMO and LUMO (alpha / beta) is 0.107 / 0.108 Eh. As for the total energy: -1014.522718 Eh. The HOMO energy (alpha / beta) comes out at -0.21 / -0.22 eV.

Geometry as ORCA input:
```
! wB97M-V def2-TZVPD RIJCOSX def2/J DEFGRID3
* xyz -1 1
C 4.684 -1.110 0.779
H -0.382 -3.072 1.357
C 5.890 -1.297 1.449
H 5.657 1.225 3.747
C 2.571 0.065 0.541
H -2.470 -1.431 2.208
C 1.484 0.209 -0.044
C -1.441 -2.093 -1.689
H -3.867 1.696 -0.180
C 4.172 0.776 2.254
C -2.383 2.580 -2.425
H 0.149 -1.296 2.976
C -2.819 1.165 -1.997
H 3.497 1.581 2.548
C 3.817 -0.072 1.180
Hf -0.564 -0.325 0.065
H -2.161 0.189 -3.827
C -0.421 -0.499 2.497
H -4.862 1.617 -1.639
C -2.189 0.711 1.593
C -0.971 2.225 -2.028
H 6.566 -2.092 1.133
H -1.060 2.664 1.521
C -0.019 -2.090 -1.841
C 0.564 -2.444 -0.583
C -3.072 0.337 -3.239
H -0.316 1.823 -2.803
C -4.038 1.146 -1.101
H 7.185 -0.614 3.045
C 6.239 -0.463 2.523
H -3.492 -0.637 -2.987
C 5.378 0.571 2.918
H -2.162 -2.073 -2.501
H 0.512 -1.927 -2.780
H -2.836 3.351 -1.803
H -4.320 0.117 -0.871
C -0.488 -2.643 0.362
C -1.748 -2.397 -0.320
H 4.395 -1.754 -0.052
H -2.744 -2.595 0.071
H -3.216 1.019 1.417
H -0.507 2.793 -1.215
C -1.794 -0.592 2.057
H -2.510 2.806 -3.483
H 1.629 -2.542 -0.382
C -0.008 0.856 2.353
O -1.619 0.811 -1.335
H -3.811 0.867 -3.856
C -1.060 1.596 1.739
H 0.959 1.259 2.649
*
```

ORCA calculation (ωB97M-V with the def2-TZVPD basis set) on a cluster of 2 separate species, C11H26BN3O3 in total.

Its gap between HOMO and LUMO is 0.251 Eh. As for the total energy: -849.575174 Eh. The HOMO energy comes out at -7.03 eV.

Geometry as ORCA input:
```
! wB97M-V def2-TZVPD RIJCOSX def2/J DEFGRID3
* xyz 0 1
H -4.101 -4.341 0.470
H 2.682 2.923 1.393
C -2.437 -3.259 0.965
H 3.173 0.718 0.440
H 4.203 2.808 0.567
H 3.296 1.383 -1.187
C -0.552 1.349 -2.114
H -1.300 1.618 -1.364
O -0.180 -2.571 1.089
H -2.203 -2.826 -0.021
H 3.384 4.945 -0.019
H 0.063 -0.409 -3.211
H -2.449 -0.898 0.858
O -0.912 -3.997 2.696
H -0.467 1.098 0.637
H -1.572 -0.496 -2.580
C 0.540 1.482 0.749
O -3.367 -0.969 1.153
H -3.996 -3.162 3.442
H -2.720 -5.131 0.185
H -2.654 -2.356 3.796
C -1.031 -3.341 1.664
N -3.519 -2.280 3.263
C -0.037 -0.870 -1.106
B -3.186 -2.174 1.849
C -0.563 -0.159 -2.347
H 1.761 4.395 -0.351
H 0.503 2.563 0.861
C 2.800 1.498 -0.223
C 1.313 -0.357 -0.688
H 3.075 3.986 -1.463
H 1.554 1.680 -2.475
N -3.179 -4.521 0.853
C 0.818 1.847 -1.687
H 0.061 -1.941 -1.273
H -0.827 1.887 -3.024
H 0.787 2.908 -1.455
H 1.006 1.022 1.618
C 3.124 2.849 0.398
H 1.627 -0.821 0.248
H 2.065 -0.561 -1.453
H -0.742 -0.769 -0.284
N 1.347 1.143 -0.460
C 2.811 4.106 -0.411
*
```

ORCA calculation (ωB97M-V with the def2-TZVPD basis set) on an isolated molecule of C17H14ClN5.

The SMILES is Cc1ccc2nc(Nc3ccc(C)c(Cl)c3)c3nncn3c2c1. Its gap between HOMO and LUMO is 0.298 Eh. As for the total energy: -1390.228926 Eh. The HOMO energy comes out at -7.95 eV.

Geometry as ORCA input:
```
! wB97M-V def2-TZVPD RIJCOSX def2/J DEFGRID3
* xyz 0 1
C 1.659 -1.818 -0.746
C -1.864 1.949 0.588
N -0.303 0.213 -0.155
H -3.471 1.872 -2.895
Cl 5.023 -4.027 1.249
H 3.809 -4.611 -2.636
C -1.393 2.582 3.002
C 4.188 -4.516 -1.622
C 0.272 0.205 1.013
H 0.850 -1.281 -1.210
C 3.033 -2.234 1.182
C -3.014 1.889 -1.916
C 1.985 -1.539 0.579
N -0.512 2.166 3.869
H -2.130 3.332 3.195
H -4.410 4.321 -2.113
C -1.958 1.055 -1.644
H 2.111 -2.982 -2.467
N 0.246 1.230 3.296
H -4.953 4.274 -0.431
C -0.183 1.077 2.063
H -1.571 0.379 -2.389
H 4.114 -5.483 -1.125
C -2.934 2.789 0.301
C 3.730 -3.186 0.463
N 1.315 -0.594 1.342
H 1.638 -0.470 2.294
H -5.533 3.072 -1.590
C 2.374 -2.775 -1.440
C -3.519 2.768 -0.951
C 3.421 -3.482 -0.863
H -3.305 3.458 1.063
C -1.350 1.060 -0.382
C -4.671 3.663 -1.285
H 3.301 -2.032 2.208
H 5.244 -4.250 -1.664
N -1.238 1.925 1.821
*
```

ORCA calculation (ωB97M-V with the def2-TZVPD basis set) on a structure of composition C32H28CdN7S.

Its gap between HOMO and LUMO is 0.245 Eh. As for the total energy: -2185.292392 Eh. The HOMO energy comes out at -9.59 eV.

Geometry as ORCA input:
```
! wB97M-V def2-TZVPD RIJCOSX def2/J DEFGRID3
* xyz 1 1
H 3.130 -1.334 -0.481
H 2.074 -1.457 4.665
C 0.412 2.401 -3.260
C 0.030 -2.673 3.751
C 3.394 -1.094 -1.503
H 4.630 1.352 2.571
H 5.565 -2.101 -3.935
C 3.453 -0.022 3.790
H 0.011 2.570 1.126
C -2.872 0.910 1.423
C 2.871 0.031 -2.084
C -1.581 3.385 -3.006
C -3.326 0.748 3.828
S -1.190 4.049 -4.533
H -3.937 0.352 4.624
C 3.381 0.442 -3.372
H -2.144 -2.454 0.639
C -2.592 -0.180 -2.171
H -4.478 -0.247 2.317
H -5.279 0.970 0.321
H 0.225 -1.798 -2.714
H -2.863 -3.930 2.556
C -3.662 0.463 2.515
H 4.720 0.059 -4.988
C -2.207 0.081 -0.865
N 2.545 1.427 -3.811
N -0.490 -1.763 1.570
C -1.171 -3.368 3.763
C -2.192 1.518 4.103
H -5.851 0.586 -2.109
N 1.796 -0.166 1.515
Cd -0.032 -0.213 -0.205
C -1.373 1.957 3.079
C 1.549 1.604 -2.899
C -1.976 -3.301 2.631
C 2.337 -0.865 3.794
H -4.174 -0.250 -3.649
H 4.054 -0.010 4.685
C -4.863 0.336 -1.729
C 0.321 -1.820 2.649
H 2.661 1.951 -4.663
H -1.847 -0.463 -2.888
H -1.099 2.268 -0.181
C -3.187 0.499 0.032
C -1.557 -2.567 1.542
H 3.122 1.091 0.658
C 4.377 -0.299 -4.025
C 2.889 0.569 1.565
H -0.416 2.443 3.322
N 1.681 0.720 -1.842
C -3.886 -0.056 -2.611
C -4.531 0.633 -0.414
C -1.674 1.609 1.726
N 0.403 -2.156 -1.776
H -1.458 -3.904 4.650
N -0.752 2.534 -2.460
H 0.773 -2.833 4.514
H -0.239 -2.949 -1.610
C 3.746 0.710 2.634
H 4.598 -2.881 -1.760
C 4.344 -1.888 -2.185
C 0.264 3.117 -4.418
C 1.511 -0.917 2.644
H -2.503 3.647 -2.462
H 1.343 -2.563 -1.803
C 4.836 -1.466 -3.435
H -1.909 1.778 5.110
H 1.004 3.181 -5.212
N -0.738 1.997 0.746
*
```

ORCA calculation (ωB97M-V with the def2-TZVPD basis set) on a structure of composition C28H23N6O3S5Ti.

Its gap between HOMO and LUMO is 0.195 Eh. As for the total energy: -4475.373069 Eh. The HOMO energy comes out at -9.28 eV.

Geometry as ORCA input:
```
! wB97M-V def2-TZVPD RIJCOSX def2/J DEFGRID3
* xyz 1 1
C 1.958 1.470 2.188
O 0.573 1.292 2.247
H -1.147 2.057 3.049
H 4.630 2.919 3.629
H 3.825 -1.179 -2.466
H -4.501 2.592 -0.336
C -1.864 -2.292 -4.497
C 3.371 -2.121 -2.743
N 1.745 0.056 0.298
H 4.440 0.381 0.177
H -4.116 3.793 0.913
H 1.676 -5.443 -3.778
N 2.347 -0.809 -0.401
S -0.502 -1.157 -4.325
H -4.904 1.223 2.934
N -1.893 0.081 1.979
C -3.016 1.962 1.043
H -5.114 2.379 1.286
S -2.583 -0.583 -0.601
H 0.268 4.702 -2.322
H 5.770 1.757 1.767
S 0.822 3.060 -0.182
H 4.759 -2.524 -4.306
C -1.767 -0.923 2.843
C 0.437 -2.219 -0.388
H 0.020 -5.166 -1.997
C 3.883 -2.870 -3.775
S -2.968 -2.263 -3.098
H 3.677 -4.647 -4.978
N -0.615 4.433 -1.922
H -0.867 -1.516 2.761
H -2.600 -2.044 4.466
C 2.235 -2.564 -2.050
H -0.985 -3.823 -0.191
H 2.213 2.748 3.911
N -1.882 2.182 0.485
C 2.592 0.815 1.143
O -0.136 -1.492 0.539
C -3.006 0.840 2.009
C 2.683 2.229 3.091
C -0.094 -3.496 -0.710
C 3.968 0.908 0.994
C 2.159 -4.519 -3.489
C 0.465 -4.221 -1.711
C 4.059 2.324 2.929
H 0.217 1.976 4.172
H -2.655 3.390 -0.972
H -1.454 4.667 -2.427
C 3.272 -4.074 -4.156
N -1.816 3.166 -0.453
O -2.011 -3.012 -5.438
C -0.082 2.203 3.149
H 0.181 3.225 2.880
C -3.888 -0.444 3.820
C 1.622 -3.774 -2.423
S -0.024 0.671 -1.959
C -4.022 0.602 2.917
C -2.743 -1.218 3.785
C -4.256 2.727 0.722
C 4.700 1.671 1.885
H -4.672 -0.646 4.536
C -0.596 3.572 -0.905
Ti -0.357 0.378 0.389
C 1.628 -1.782 -1.002
C -0.976 -0.566 -2.750
C -2.083 -1.064 -2.188
*
```

ORCA calculation (ωB97M-V with the def2-TZVPD basis set) on the ion C7H7N2O4 with charge -1.

The SMILES is C=C/C(C(=O)[O-])=C(\N)C(=C)[N+](=O)[O-]. Its gap between HOMO and LUMO (alpha / beta) is 0.218 / 0.218 Eh. As for the total energy: -681.291320 Eh. The HOMO energy (alpha / beta) comes out at -3.59 / -3.59 eV.

Geometry as ORCA input:
```
! wB97M-V def2-TZVPD RIJCOSX def2/J DEFGRID3
* xyz -1 1
O 3.484 1.293 -0.581
C -2.454 0.155 1.042
H 1.045 0.366 1.823
O 3.550 0.953 -2.702
N 1.679 -0.026 1.019
H -2.835 0.790 0.290
C 1.031 -0.039 -0.252
H 1.904 -0.774 -3.595
H 0.556 -1.433 -2.375
C -1.214 0.692 -1.405
O -1.315 1.923 -1.466
N 3.060 0.764 -1.594
C -0.418 0.144 -0.194
O -1.683 -0.261 -2.072
C 1.917 -0.148 -1.472
H 2.474 0.543 0.879
H -2.965 -0.072 1.905
C -1.176 -0.127 0.993
H -0.739 -0.900 1.674
C 1.532 -0.893 -2.538
*
```

ORCA calculation (ωB97M-V with the def2-TZVPD basis set) on a structure of composition C36H29BBr4F2N2O3PSn.

Its gap between HOMO and LUMO is 0.224 Eh. As for the total energy: -12800.962600 Eh. The HOMO energy comes out at -3.85 eV.

Geometry as ORCA input:
```
! wB97M-V def2-TZVPD RIJCOSX def2/J DEFGRID3
* xyz -1 1
C -1.909 -3.997 -0.016
H -1.115 -3.787 -0.741
H -2.103 -6.044 -0.689
O -3.030 -2.033 2.649
C 5.110 1.668 1.252
O 2.414 -0.248 -1.732
C 1.800 -0.195 -2.903
C 0.842 1.638 2.460
H 0.221 3.115 -4.249
C 1.623 0.548 -5.212
C -2.347 2.505 1.253
C 3.835 0.027 3.070
C -0.871 1.581 -1.431
H 5.084 0.938 4.548
B 1.409 -3.516 -0.400
Br 2.332 1.556 -6.644
C -0.021 2.248 -2.308
H 1.800 2.010 4.332
C -3.218 -3.491 -0.610
C 4.820 0.903 3.496
H -5.009 2.178 3.312
O 0.072 -1.425 -1.929
H -0.556 -3.553 1.590
Br -0.534 -0.090 -6.973
C 2.334 3.476 2.854
H -4.045 -3.566 0.105
C -0.463 2.617 -3.573
N 2.582 -1.073 1.342
P -0.389 0.874 0.180
H -2.173 -3.791 3.314
H 0.341 0.747 2.826
C 0.425 -0.133 -5.344
C 2.305 0.501 -3.985
H 3.333 -0.629 3.772
Br -1.728 -1.793 -4.365
H 5.607 2.305 0.527
H -4.312 -0.185 3.154
C -3.766 0.579 2.621
C -4.155 1.903 2.705
H -2.081 2.575 -4.980
N -1.497 -1.791 1.013
C 5.472 1.738 2.594
H 3.870 0.743 -0.237
C -1.941 1.175 1.155
F 1.613 -4.092 -1.580
F 1.217 -4.347 0.626
C -2.670 0.201 1.840
H -3.736 3.914 2.066
C -2.595 1.616 -3.128
C 0.672 2.032 1.128
H -2.746 -5.778 0.930
C -1.750 2.312 -3.983
C -1.547 -3.237 1.261
H 6.247 2.419 2.926
C 3.459 -0.076 1.710
C -0.104 -0.831 -4.247
H 1.283 3.478 -0.349
H -1.781 3.265 0.728
C -3.445 2.872 2.010
C -2.156 1.246 -1.869
C 4.127 0.793 0.815
Br 3.916 1.447 -3.691
C -2.333 -1.242 1.779
H 2.720 4.729 1.162
H -2.815 0.678 -1.222
H -3.456 -3.964 2.100
C 1.365 3.145 0.673
H -3.587 1.331 -3.455
C -1.940 -5.501 0.243
H 1.014 2.431 -2.055
H 2.997 4.021 3.512
C -2.583 -3.381 2.394
C 2.181 3.869 1.538
H -0.995 -5.848 0.671
C 1.662 2.349 3.313
H -3.486 -4.079 -1.490
H -3.120 -2.454 -0.925
Sn 1.460 -1.275 -0.224
C 0.542 -0.855 -3.011
*
```

ORCA calculation (ωB97M-V with the def2-TZVPD basis set) on a structure of composition CHF3NO3PbS2.

Its gap between HOMO and LUMO is 0.250 Eh. As for the total energy: -1607.582006 Eh. The HOMO energy comes out at -13.42 eV.

Geometry as ORCA input:
```
! wB97M-V def2-TZVPD RIJCOSX def2/J DEFGRID3
* xyz 1 1
O -0.756 2.060 2.652
Pb -1.154 1.957 -2.293
O -1.343 -1.766 0.135
H -0.631 0.657 -3.501
F 1.511 -2.092 0.704
S -0.530 -0.604 -0.147
O -0.585 0.082 -1.509
F 2.012 -0.626 -0.804
C 1.386 -0.841 0.332
F 1.949 -0.065 1.228
S -0.899 0.621 2.373
N -0.960 0.617 0.828
*
```

ORCA calculation (ωB97M-V with the def2-TZVPD basis set) on a cluster of 2 separate species, C3H8NOSe in total.

Its gap between HOMO and LUMO is 0.272 Eh. As for the total energy: -2650.185249 Eh. The HOMO energy comes out at -12.11 eV.

Geometry as ORCA input:
```
! wB97M-V def2-TZVPD RIJCOSX def2/J DEFGRID3
* xyz 1 1
H 2.623 0.965 0.860
N 2.279 0.032 0.680
H -2.046 2.886 -0.889
C 1.478 -0.441 -0.171
H 0.643 -2.195 0.908
C 1.209 -1.937 -0.132
C -2.621 1.943 -0.560
Se -1.465 0.538 -0.088
O -3.867 2.104 -0.431
H -4.458 1.409 -0.098
H 2.812 -0.489 1.352
H 0.682 -2.258 -0.982
H 2.038 -2.576 0.299
H 0.694 0.019 -0.748
*
```